Entry from the Open Molecules 2025 dataset: a molecular structure, C27H22N5PbSe2Te2 (the ωB97M-V functional and the def2-TZVPD basis).

**Total charge**: -1
**Energy above the lowest of the compared OMol25 structures with the same formula, charge and spin**: 2.7219 eV

Structure (XYZ):
```
59
C27H22N5PbSe2Te2 (the ωB97M-V functional and the def2-TZVPD basis)
Pb -0.534 1.105 -1.162
C -2.749 -1.984 -0.042
N -1.299 -1.856 -0.353
C -0.368 -1.957 0.861
C -0.534 -0.907 1.902
C 0.370 -0.837 2.965
C 0.066 -0.011 4.004
C -1.019 0.768 3.913
C -1.684 0.903 2.754
N -1.387 0.096 1.666
C -0.835 -2.768 -1.439
C 0.413 -2.230 -2.144
C 0.733 -2.875 -3.342
C 1.899 -2.465 -4.026
C 2.660 -1.527 -3.434
C 2.318 -1.023 -2.179
N 1.137 -1.261 -1.589
C -3.679 -1.449 -1.094
C -4.707 -0.638 -0.634
C -5.563 -0.113 -1.613
C -5.567 -0.621 -2.884
C -4.682 -1.623 -3.162
N -3.672 -1.948 -2.322
H -3.070 -3.025 0.136
H -3.007 -1.433 0.857
H -0.506 -2.900 1.389
H 0.690 -2.080 0.426
H 1.268 -1.479 2.951
H 0.681 -0.031 4.941
H -1.259 1.415 4.714
H -2.611 1.520 2.690
H -0.527 -3.726 -0.990
H -1.637 -2.885 -2.209
H 0.115 -3.663 -3.794
H 2.159 -2.835 -4.949
H 3.618 -1.141 -3.924
H 3.013 -0.381 -1.689
H -4.878 -0.387 0.465
H -6.312 0.645 -1.302
H -6.206 -0.184 -3.676
H -4.693 -2.146 -4.082
Se -3.928 2.639 -1.563
Te -2.002 3.489 -0.221
Te -1.754 3.906 -3.197
Se -0.367 2.074 -4.092
N 6.905 2.908 5.048
C 6.138 2.890 4.167
C 5.264 2.759 3.101
C 5.734 2.631 1.753
C 4.780 2.502 0.800
C 3.402 2.587 1.110
C 2.950 2.948 2.455
C 3.919 3.037 3.420
C 2.297 2.347 0.320
C 1.175 2.060 -0.174
H 6.844 2.614 1.648
H 4.988 2.265 -0.275
H 1.873 3.074 2.655
H 3.628 3.201 4.446
```

=====

Entry from the Open Molecules 2025 dataset: a molecular structure, C52H44F3N6O4PtS (the ωB97M-V functional and the def2-TZVPD basis).

**Total charge**: +1
**Energy above the lowest of the compared OMol25 structures with the same formula, charge and spin**: 0.0000 eV

Structure (XYZ):
```
111
C52H44F3N6O4PtS (the ωB97M-V functional and the def2-TZVPD basis)
Pt 0.305 2.181 0.366
C 6.784 2.686 -7.114
O 6.710 1.784 -6.033
C 5.806 1.974 -5.054
C 5.703 0.937 -4.116
C 4.773 0.989 -3.107
C 3.893 2.074 -2.990
C 4.032 3.123 -3.905
C 4.975 3.088 -4.913
C 2.841 2.076 -1.974
C 1.517 2.361 -2.410
C 1.144 2.476 -3.771
C -0.183 2.823 -3.791
C -0.616 2.877 -2.442
N 0.432 2.594 -1.612
C -1.932 3.236 -2.039
C -2.380 3.208 -0.722
C -3.755 3.406 -0.330
C -3.857 3.050 0.970
C -2.544 2.641 1.400
C -2.271 2.066 2.634
C -3.340 1.952 3.630
C -3.931 3.087 4.175
C -4.847 2.990 5.204
C -5.222 1.734 5.684
O -6.100 1.512 6.679
C -6.714 2.601 7.329
C -4.649 0.588 5.116
C -3.710 0.697 4.121
C -0.983 1.649 3.053
N 0.160 1.754 2.327
C 1.194 1.494 3.173
C 2.577 1.571 2.848
C 3.518 1.736 3.963
C 3.343 2.821 4.828
C 4.222 3.066 5.864
C 5.303 2.210 6.084
O 6.209 2.337 7.073
C 6.048 3.347 8.044
C 5.483 1.122 5.216
C 4.612 0.890 4.177
C 3.056 1.611 1.544
C 4.453 1.665 1.196
C 4.525 1.780 -0.147
C 3.170 1.818 -0.642
N 2.305 1.700 0.400
C 0.694 1.166 4.460
C -0.671 1.256 4.384
N -1.664 2.788 0.363
C -2.908 3.521 -3.100
C -3.190 2.527 -4.044
C -4.118 2.742 -5.032
C -4.779 3.974 -5.138
O -5.646 4.079 -6.165
C -6.278 5.309 -6.435
C -4.494 4.973 -4.207
C -3.583 4.736 -3.193
H 7.457 2.226 -7.836
H 7.192 3.652 -6.801
H 5.806 2.839 -7.577
H 6.354 0.086 -4.237
H 4.680 0.150 -2.435
H 3.390 3.988 -3.821
H 5.061 3.927 -5.585
H 1.782 2.291 -4.612
H -0.785 3.028 -4.652
H -4.536 3.734 -0.988
H -4.740 3.033 1.581
H -3.617 4.056 3.816
H -5.244 3.895 5.635
H -7.415 2.156 8.033
H -7.258 3.240 6.626
H -5.985 3.206 7.879
H -4.950 -0.376 5.493
H -3.262 -0.188 3.695
H 2.523 3.503 4.657
H 4.065 3.933 6.486
H 6.881 3.232 8.736
H 5.108 3.225 8.588
H 6.086 4.347 7.602
H 6.308 0.455 5.404
H 4.754 0.031 3.538
H 5.261 1.636 1.897
H 5.397 1.872 -0.762
H 1.291 0.874 5.301
H -1.384 1.097 5.168
H -2.688 1.574 -3.968
H -4.358 1.966 -5.742
H -6.966 5.110 -7.255
H -5.554 6.066 -6.748
H -6.842 5.676 -5.573
H -4.974 5.938 -4.261
H -3.372 5.522 -2.481
C -1.308 7.046 0.606
N -0.327 6.189 1.235
C 0.708 5.511 0.739
S 1.533 4.510 1.839
N 1.194 5.558 -0.503
C 0.910 6.427 -1.623
H -2.272 6.874 1.086
H -1.398 6.816 -0.451
H -1.040 8.098 0.737
H -0.460 6.029 2.225
H 1.955 4.907 -0.649
H 0.190 5.972 -2.312
H 1.842 6.581 -2.163
H 0.545 7.397 -1.291
F 0.526 -1.025 -0.028
C -0.432 -0.076 -0.114
F -0.956 -0.174 -1.362
F -1.419 -0.456 0.737
```

=====

Entry from the Open Molecules 2025 dataset: C4H5Br2N in the gas phase (the ωB97M-V functional and the def2-TZVPD basis).

**2S+1**: 3
**Total charge**: 0
**Energy**: -5357.9566 Ha

Structure (XYZ):
```
12
C4H5Br2N (the ωB97M-V functional and the def2-TZVPD basis)
C 1.064 0.120 -0.319
C -0.147 -0.355 -0.110
C 2.486 -1.019 -0.406
C -1.349 0.492 0.174
N 2.468 -2.173 -0.752
Br -0.442 -2.256 0.153
Br 4.066 0.021 0.176
H 1.470 0.961 -0.753
H -2.140 0.415 -0.594
H -1.154 1.576 0.388
H -1.814 -0.114 1.026
H 3.332 -2.568 -0.796
```

=====

Number 1: maximum force 5.0 eV/A. Number 2: maximum force 2.7 eV/A. Number 3: maximum force 11.7 eV/A.